Computed, not measured: a cluster of 4 separate species, C17H19Cl2N3 in total, with ωB97M-V/def2-TZVPD.

Properties
Structure (SMILES)   c1ccncc1.c1ccncc1.c1ccncc1.ClCCCl
HOMO energy   -9.56 eV
E_LUMO   0.719 eV

Atoms and positions in Å:
H  -4.69228  1.90784  4.33801
C  4.74806  -2.73128  -3.44434
C  -0.78878  0.66794  -0.15008
H  -3.20521  -3.54754  2.25097
H  0.90453  3.21510  -1.53496
H  -0.36822  3.52243  2.82079
Cl  -0.25988  -1.54751  3.18394
H  -2.49270  4.33007  1.88039
C  -0.14651  0.05900  -2.22873
C  4.06504  -0.56513  -3.57241
H  -0.24487  2.65224  0.51890
H  -1.60380  -4.01163  2.86926
N  -3.67866  3.14473  3.03154
H  0.92231  1.46354  -3.42465
C  -1.96770  -1.90471  2.82122
C  3.22870  -0.83788  -4.64258
H  2.69569  0.00401  -5.06643
Cl  -1.57929  -3.36248  0.58544
C  -1.34798  2.06931  4.13267
C  0.43632  1.29392  -2.47172
H  -0.42620  1.70449  4.56916
H  -2.28733  -1.15668  2.09282
C  -2.58904  1.61841  4.53154
H  -2.57887  -1.68939  3.69685
H  3.81809  -4.14097  -4.79475
H  -0.10717  -0.69531  -3.00769
H  2.33609  -2.41459  -5.77882
C  -0.22907  1.93231  -0.28870
N  4.82579  -1.48472  -2.99157
H  4.12665  0.43140  -3.14802
C  -1.28563  3.07413  3.17924
N  -0.74156  -0.26239  -1.08919
C  -2.14790  -3.29075  2.26396
H  -2.73392  0.87682  5.30515
H  -1.15811  0.35621  0.82408
C  -2.47544  3.56861  2.65296
C  3.89063  -3.11736  -4.45291
C  -3.71659  2.22754  3.98317
H  5.36924  -3.45890  -2.93292
C  0.41151  2.25285  -1.48129
C  3.07409  -2.15366  -5.03035

Here is what Löwdin gives for the atomic charges, in e: number 1, H, carries 0.10; number 2, C, carries -0.16; number 3, C, carries -0.15; number 4, H, carries 0.07; number 5, H, carries 0.11; number 6, H, carries 0.10; number 7, Cl, carries 0.55; number 8, H, carries 0.10; number 9, C, carries -0.15; number 10, C, carries -0.16; number 11, H, carries 0.08; number 12, H, carries 0.07; number 13, N, carries 0.06; number 14, H, carries 0.09; number 15, C, carries -0.68; number 16, C, carries -0.09; number 17, H, carries 0.10; number 18, Cl, carries 0.56; number 19, C, carries -0.09; number 20, C, carries -0.08; number 21, H, carries 0.10; number 22, H, carries 0.05; number 23, C, carries -0.08; number 24, H, carries 0.07; number 25, H, carries 0.10; number 26, H, carries 0.10; number 27, H, carries 0.10; number 28, C, carries -0.06; number 29, N, carries 0.05; number 30, H, carries 0.10; number 31, C, carries -0.09; number 32, N, carries 0.06; number 33, C, carries -0.67; number 34, H, carries 0.10; number 35, H, carries 0.08; number 36, C, carries -0.16; number 37, C, carries -0.07; number 38, C, carries -0.16; number 39, H, carries 0.10; number 40, C, carries -0.08; number 41, C, carries -0.08



Computed, not measured: a structure of composition C17H19CrNPS in a non-equilibrium geometry, with ωB97M-V/def2-TZVPD.

Properties
HOMO energy (alpha / beta)   -5.00 / -4.99 eV
<S²>   3.811
E_LUMO (alpha / beta)   -0.752 / -0.944 eV
Multiplicity   4

Atoms and positions in Å:
C  2.62240  -2.95196  -1.59693
H  3.43227  4.19559  -0.28456
H  3.25402  -1.39107  -0.22069
C  -0.56259  -2.01519  4.47258
C  -3.32904  1.98606  -2.09357
H  -4.02162  1.16305  -2.26357
H  1.65560  -4.38107  -2.89218
C  1.51329  -3.51864  -2.24076
C  -1.62915  3.51435  -2.41080
C  -2.20678  3.73040  -1.10022
H  -1.22798  -1.89862  1.11560
H  2.49177  3.29869  -2.05624
H  -1.84278  4.42470  -0.34190
C  1.12691  -1.38146  -0.53445
S  0.97092  -0.10078  0.67401
C  0.02923  -1.88891  -1.22252
H  0.99940  -0.88021  5.48659
H  -4.00211  2.78451  -0.10670
C  0.22224  -2.99076  -2.06615
Cr  0.84105  2.29319  0.82309
H  -1.18225  0.53734  -0.12293
H  -0.78293  4.04685  -2.84756
P  2.76373  2.98871  -0.67986
H  -2.21184  2.06817  -4.03182
C  -3.33317  2.86425  -0.96534
H  -0.64426  -3.43715  -2.56039
C  2.43010  -1.86381  -0.75549
C  -0.74711  -1.70889  2.08069
H  3.62929  -3.36172  -1.72671
C  -1.20671  -2.30102  3.26049
H  -0.96333  -1.45387  -1.07527
C  0.50272  -1.10045  4.54215
H  -0.89125  -2.51493  5.38471
H  1.76008  0.23224  3.36552
H  -2.04473  -3.00740  3.20628
C  -2.35217  2.44592  -3.02287
H  3.86940  2.07665  -0.81412
N  -0.24862  0.86997  0.10461
C  0.95179  -0.50014  3.36815
C  0.36423  -0.87256  2.14915

Here is what Löwdin gives for the atomic charges, in e: number 1, C, carries -0.07; number 2, H, carries -0.12; number 3, H, carries 0.11; number 4, C, carries -0.07; number 5, C, carries -0.23; number 6, H, carries 0.05; number 7, H, carries 0.11; number 8, C, carries -0.06; number 9, C, carries -0.22; number 10, C, carries -0.23; number 11, H, carries 0.11; number 12, H, carries -0.09; number 13, H, carries 0.04; number 14, C, carries -0.39; number 15, S, carries 0.94; number 16, C, carries -0.07; number 17, H, carries 0.11; number 18, H, carries 0.05; number 19, C, carries -0.05; number 20, Cr, carries 0.30; number 21, H, carries 0.03; number 22, H, carries 0.05; number 23, P, carries 0.67; number 24, H, carries 0.05; number 25, C, carries -0.22; number 26, H, carries 0.12; number 27, C, carries -0.08; number 28, C, carries -0.06; number 29, H, carries 0.11; number 30, C, carries -0.06; number 31, H, carries 0.11; number 32, C, carries -0.07; number 33, H, carries 0.11; number 34, H, carries 0.10; number 35, H, carries 0.12; number 36, C, carries -0.22; number 37, H, carries -0.12; number 38, N, carries -0.36; number 39, C, carries -0.09; number 40, C, carries -0.39



Computed, not measured: a cluster of 5 separate species, C17H19F3N2O9 in total in a non-equilibrium geometry, with ωB97M-V/def2-TZVPD.

Properties
Structure (SMILES)   O=C1OC[C@@H](F)O1.O=C1OC[C@@H](F)O1.O=C1OC[C@@H](F)O1.c1cc[nH]c1.c1cc[nH]c1
HOMO energy   -8.05 eV
E_LUMO   0.417 eV

Atoms and positions in Å:
H  5.93606  -3.31321  25.39194
O  4.98343  -5.22174  23.05787
C  4.63378  5.72355  20.10412
C  -0.41857  -0.20460  19.30173
O  0.70837  -4.53244  14.61148
H  4.50133  -4.40699  25.61600
C  1.48341  -4.96941  16.74475
C  -8.60513  1.70675  22.83446
C  -6.68404  1.92875  21.69605
C  4.22667  -4.10268  22.89638
F  5.89573  -6.14403  24.77607
C  3.67997  5.05910  19.24888
O  0.69891  -6.56378  13.84465
H  -9.46195  0.81411  20.88115
O  1.64564  -6.01610  15.82453
H  2.22450  5.14187  22.15237
H  3.90416  4.76999  18.23274
O  -7.27046  2.11373  22.88247
C  1.30092  -3.84209  15.73088
C  -1.05010  0.62071  18.30556
H  -0.72891  -0.85172  20.10877
N  0.92696  -0.10357  19.03550
H  -8.61286  0.74273  23.34309
F  2.42630  -3.26837  15.40674
H  2.29075  -4.88108  17.47173
C  -8.90165  1.64745  21.30507
H  0.54238  -5.10306  17.27832
H  4.50272  6.22564  22.23539
H  1.73626  4.24828  19.84181
F  -9.43232  2.81331  20.97083
C  5.19951  -3.95650  24.91052
O  3.43191  -3.84783  22.00330
H  5.59478  5.99978  19.69598
H  0.61383  -3.13942  16.20231
H  6.86979  -4.80126  23.79521
C  5.86674  -5.06265  24.13234
H  -0.17205  1.86037  16.70199
O  -5.47166  2.12051  21.38495
C  2.60474  4.83379  20.10505
H  -2.12013  0.74046  18.22129
H  2.07817  1.10832  17.73008
C  1.10637  -5.76575  14.65237
C  -0.06970  1.21416  17.56125
C  1.09869  0.71181  17.95322
H  1.61454  -0.41695  19.70566
O  -7.60066  1.65690  20.79836
H  -9.28082  2.38767  23.35205
N  2.85182  5.21738  21.36441
O  4.44557  -3.21121  23.92573
C  4.11435  5.84865  21.30081

Here is what Löwdin gives for the atomic charges, in e: number 1, H, carries 0.14; number 2, O, carries 0.15; number 3, C, carries -0.14; number 4, C, carries -0.10; number 5, O, carries 0.16; number 6, H, carries 0.14; number 7, C, carries -0.05; number 8, C, carries -0.06; number 9, C, carries -0.51; number 10, C, carries -0.49; number 11, F, carries 0.17; number 12, C, carries -0.08; number 13, O, carries 0.16; number 14, H, carries 0.17; number 15, O, carries 0.08; number 16, H, carries 0.15; number 17, H, carries 0.09; number 18, O, carries 0.08; number 19, C, carries -0.32; number 20, C, carries -0.11; number 21, H, carries 0.10; number 22, N, carries 0.00; number 23, H, carries 0.14; number 24, F, carries 0.13; number 25, H, carries 0.15; number 26, C, carries -0.30; number 27, H, carries 0.14; number 28, H, carries 0.10; number 29, H, carries 0.10; number 30, F, carries 0.10; number 31, C, carries -0.05; number 32, O, carries 0.13; number 33, H, carries 0.10; number 34, H, carries 0.17; number 35, H, carries 0.18; number 36, C, carries -0.43; number 37, H, carries 0.10; number 38, O, carries 0.10; number 39, C, carries -0.18; number 40, H, carries 0.09; number 41, H, carries 0.11; number 42, C, carries -0.62; number 43, C, carries -0.16; number 44, C, carries -0.18; number 45, H, carries 0.15; number 46, O, carries 0.14; number 47, H, carries 0.14; number 48, N, carries 0.02; number 49, O, carries 0.06; number 50, C, carries -0.16



Computed, not measured: a structure of composition C17H19F5O6PdTe2, with ωB97M-V/def2-TZVPD.

Properties
HOMO energy   -2.62 eV
E_LUMO   3.826 eV
Total charge   -2

Atoms and positions in Å:
C  1.59828  3.55370  -2.89073
H  1.76967  4.59117  -2.61901
F  3.19958  -4.52726  -0.40897
H  2.73509  5.03285  -4.73569
H  -0.21303  2.75237  -0.21029
H  -2.12455  -0.02252  5.49898
C  -1.52315  0.09668  4.59760
H  1.81762  4.23196  -6.01535
C  -2.96007  -2.30535  1.10560
Te  2.53701  -2.75686  -0.32917
H  0.52223  4.31511  -0.63542
C  0.95475  -0.53877  -3.99581
C  0.83295  1.34944  -2.28089
H  -0.09860  -0.75002  -4.20063
H  1.93941  1.43296  -5.48275
C  -2.01588  -3.61461  3.77187
H  1.47843  3.03420  0.13449
H  -3.13575  -1.92021  4.54817
C  -1.14674  -1.24926  3.98711
C  1.92062  3.12288  -4.16912
H  -1.89616  1.72731  3.16834
H  3.43275  3.66197  -5.60549
H  1.51670  -0.74120  -4.90761
H  -0.31156  -1.78042  4.43077
Pd  -0.05386  -2.37211  1.20485
H  -3.36267  0.84904  3.62592
C  -2.95602  -1.48554  2.42343
O  -1.88661  -2.33270  0.36994
Te  0.01943  -0.05384  -0.88202
O  -2.66687  -4.34083  4.54102
H  -0.62721  0.66922  4.84031
C  1.04653  2.69230  -1.94595
O  0.81941  -3.52053  -0.20464
C  2.50930  4.06580  -5.18600
C  -2.05454  -0.25937  2.28902
H  -1.99368  0.17049  1.29471
H  1.28920  -1.24117  -3.23000
F  1.28336  0.52447  0.45342
F  2.63957  -2.91869  -2.30926
H  -3.99896  -1.20044  2.56060
C  1.15640  0.89444  -3.56944
C  0.68859  3.23767  -0.58853
O  -4.03088  -2.75248  0.72707
F  1.82728  -2.42951  1.88531
C  -2.29559  0.74536  3.42304
F  4.37757  -2.62706  0.60679
C  1.68360  1.79337  -4.49045
O  -0.76395  -0.81295  2.65009
C  -2.40944  -2.10189  3.75503
O  -1.06959  -3.88918  2.99976

Here is what Löwdin gives for the atomic charges, in e: number 1, C, carries -0.03; number 2, H, carries 0.11; number 3, F, carries -0.48; number 4, H, carries 0.07; number 5, H, carries 0.04; number 6, H, carries 0.11; number 7, C, carries -0.11; number 8, H, carries 0.07; number 9, C, carries -0.58; number 10, Te, carries 1.80; number 11, H, carries 0.07; number 12, C, carries -0.09; number 13, C, carries -0.40; number 14, H, carries 0.08; number 15, H, carries 0.11; number 16, C, carries -0.68; number 17, H, carries 0.08; number 18, H, carries 0.13; number 19, C, carries -0.24; number 20, C, carries -0.28; number 21, H, carries 0.11; number 22, H, carries 0.07; number 23, H, carries 0.07; number 24, H, carries 0.16; number 25, Pd, carries 0.95; number 26, H, carries 0.11; number 27, C, carries -0.11; number 28, O, carries -0.22; number 29, Te, carries 1.48; number 30, O, carries -0.05; number 31, H, carries 0.11; number 32, C, carries -0.30; number 33, O, carries -0.78; number 34, C, carries -0.07; number 35, C, carries -0.28; number 36, H, carries 0.09; number 37, H, carries 0.02; number 38, F, carries -0.61; number 39, F, carries -0.58; number 40, H, carries 0.14; number 41, C, carries -0.31; number 42, C, carries -0.09; number 43, O, carries 0.04; number 44, F, carries -0.60; number 45, C, carries -0.10; number 46, F, carries -0.65; number 47, C, carries -0.03; number 48, O, carries -0.17; number 49, C, carries -0.11; number 50, O, carries -0.05



Computed, not measured: a structure of composition C17H19FeNPS in a non-equilibrium geometry, with ωB97M-V/def2-TZVPD.

Properties
HOMO energy (alpha / beta)   -1.72 / -2.60 eV
<S²>   6.038
E_LUMO (alpha / beta)   2.561 / 2.543 eV
Multiplicity   5
Total charge   -1

Atoms and positions in Å:
H  2.54199  -0.73368  -0.86278
C  -0.20860  1.42349  -2.09900
C  -1.61339  0.61611  4.31566
H  1.90867  -0.86843  5.11181
C  -0.20975  -0.00017  -2.20515
C  -1.46021  1.82913  -1.53731
H  -1.79154  -1.51559  -1.62091
H  -4.70686  0.73264  6.65104
H  -0.85539  2.28684  5.44663
H  3.32748  -2.59670  0.01895
P  2.78313  -1.34025  0.40969
C  -2.80697  1.64045  6.16126
H  3.96621  -0.64758  0.80342
C  -3.78742  -0.21708  4.93834
H  0.58046  -0.62176  -2.61612
C  1.31317  -3.92565  3.68506
N  -0.05259  0.21961  1.87386
C  -1.69436  1.60152  5.32232
H  -3.23560  0.63271  -0.85404
C  -3.84675  0.71874  5.97834
H  -1.30817  -2.10068  2.46992
C  -2.23312  0.65507  -1.27302
C  -1.48110  -0.47890  -1.68410
H  -0.18547  -4.32315  2.15837
H  -4.59539  -0.93680  4.79993
C  0.26060  -3.58325  2.83149
C  1.88360  -2.97700  4.53705
Fe  1.12197  -1.32452  1.86243
H  1.67545  -4.95588  3.72041
S  -0.02450  0.48709  3.51151
H  -1.75994  2.85399  -1.32849
H  -2.85011  2.37587  6.96534
C  -0.36823  -2.32097  2.97403
C  1.43972  -1.65668  4.51874
C  0.27055  -1.33127  3.80026
H  0.61241  2.07884  -2.38171
H  2.67304  -3.26626  5.23229
H  -2.62620  -0.95534  3.25868
C  -2.67953  -0.24709  4.08249
H  -0.20802  1.04261  1.29084

Here is what Löwdin gives for the atomic charges, in e: number 1, H, carries -0.11; number 2, C, carries -0.23; number 3, C, carries -0.40; number 4, H, carries 0.10; number 5, C, carries -0.23; number 6, C, carries -0.23; number 7, H, carries 0.04; number 8, H, carries 0.10; number 9, H, carries 0.09; number 10, H, carries -0.13; number 11, P, carries 0.68; number 12, C, carries -0.10; number 13, H, carries -0.13; number 14, C, carries -0.07; number 15, H, carries 0.03; number 16, C, carries -0.17; number 17, N, carries -0.37; number 18, C, carries -0.10; number 19, H, carries 0.05; number 20, C, carries -0.10; number 21, H, carries 0.09; number 22, C, carries -0.24; number 23, C, carries -0.22; number 24, H, carries 0.10; number 25, H, carries 0.10; number 26, C, carries -0.14; number 27, C, carries -0.16; number 28, Fe, carries 0.19; number 29, H, carries 0.08; number 30, S, carries 1.04; number 31, H, carries 0.04; number 32, H, carries 0.10; number 33, C, carries -0.24; number 34, C, carries -0.16; number 35, C, carries -0.49; number 36, H, carries 0.04; number 37, H, carries 0.09; number 38, H, carries 0.10; number 39, C, carries -0.06; number 40, H, carries 0.01



no.,E_tot (Ha)
1,-1743.8163
2,-2497.6309
3,-1745.3999
4,-2274.0039
5,-2716.9864